Record 1
This record from the OMol25 dataset describes a structure of composition C28H64MgO18S7 at a distorted geometry. The level of theory is the ωB97M-V functional and the def2-TZVPD basis.

The geometry in ORCA input format:
```
! wB97M-V def2-TZVPD RIJCOSX def2/J DEFGRID3
* xyz 0 1
Mg 20.540 -6.814 -21.310
O 20.408 -8.021 -22.877
C 19.102 -8.476 -22.882
C 18.089 -7.705 -21.967
O 18.601 -7.046 -20.868
H 19.086 -9.541 -22.562
H 18.645 -8.540 -23.896
H 17.255 -8.406 -21.707
H 17.571 -6.959 -22.620
C 16.467 -8.197 -18.505
C 16.941 -6.913 -17.839
C 16.697 -5.653 -18.712
O 16.027 -4.793 -17.779
C 15.682 -5.436 -16.643
O 14.988 -4.997 -15.795
O 16.178 -6.699 -16.654
H 17.022 -8.348 -19.432
H 15.418 -8.066 -18.792
H 16.546 -9.023 -17.799
H 18.008 -7.019 -17.625
H 16.136 -5.796 -19.626
H 17.707 -5.300 -18.908
C 20.382 -7.742 -26.841
C 21.052 -6.674 -26.020
C 22.508 -7.051 -25.701
O 23.265 -5.912 -26.117
C 22.458 -5.019 -26.751
O 22.840 -4.038 -27.288
O 21.163 -5.402 -26.675
H 20.122 -8.512 -26.109
H 21.018 -8.167 -27.614
H 19.416 -7.430 -27.242
H 20.575 -6.536 -25.053
H 22.901 -7.951 -26.177
H 22.595 -7.232 -24.626
C 12.827 -8.208 -22.426
C 13.724 -7.668 -21.343
C 14.579 -6.468 -21.812
O 14.125 -5.373 -21.013
C 13.176 -5.771 -20.140
O 12.631 -5.090 -19.345
O 12.931 -7.102 -20.295
H 12.057 -8.861 -21.995
H 13.357 -8.723 -23.222
H 12.153 -7.446 -22.837
H 14.381 -8.434 -20.933
H 14.460 -6.201 -22.862
H 15.651 -6.586 -21.643
C 19.958 -4.324 -17.341
S 21.277 -5.097 -18.284
O 20.717 -5.370 -19.623
C 22.289 -3.637 -18.465
H 19.213 -5.100 -17.164
H 19.502 -3.586 -18.001
H 20.324 -3.937 -16.393
H 21.742 -2.797 -18.895
H 23.113 -3.899 -19.128
H 22.695 -3.325 -17.501
C 22.360 -10.305 -19.052
S 22.101 -8.535 -18.808
O 21.178 -8.073 -19.876
C 21.073 -8.658 -17.342
H 21.530 -10.630 -19.676
H 22.360 -10.824 -18.097
H 23.311 -10.511 -19.538
H 20.028 -8.845 -17.592
H 21.100 -7.672 -16.872
H 21.427 -9.394 -16.626
C 17.713 -4.122 -22.644
S 19.475 -3.807 -22.625
O 20.125 -5.051 -22.161
C 19.734 -3.805 -24.404
H 17.384 -4.454 -21.660
H 17.510 -4.937 -23.340
H 17.154 -3.237 -22.951
H 19.346 -2.868 -24.801
H 19.352 -4.694 -24.892
H 20.824 -3.809 -24.450
C 18.395 -12.358 -22.085
S 18.853 -12.367 -20.355
O 20.337 -12.468 -20.267
C 18.461 -10.655 -19.977
H 17.357 -12.021 -22.151
H 18.413 -13.366 -22.500
H 19.009 -11.730 -22.727
H 18.466 -10.524 -18.895
H 17.452 -10.444 -20.324
H 19.211 -9.990 -20.413
C 17.888 -14.120 -25.923
S 19.074 -13.053 -26.730
O 18.652 -12.945 -28.155
C 18.510 -11.477 -26.058
H 18.259 -14.369 -24.928
H 17.816 -15.088 -26.425
H 16.887 -13.699 -26.022
H 17.431 -11.529 -25.914
H 18.745 -10.763 -26.837
H 18.995 -11.231 -25.111
C 24.069 -4.829 -22.810
S 23.801 -5.997 -21.471
O 22.365 -6.347 -21.532
C 24.655 -7.389 -22.233
H 25.131 -4.580 -22.840
H 23.506 -3.935 -22.550
H 23.765 -5.268 -23.757
H 25.700 -7.121 -22.380
H 24.144 -7.575 -23.174
H 24.558 -8.240 -21.565
C 22.339 -11.083 -25.508
S 21.818 -12.118 -24.095
O 22.791 -13.212 -23.917
C 22.160 -10.852 -22.876
H 22.937 -11.676 -26.191
H 22.890 -10.207 -25.162
H 21.426 -10.649 -25.924
H 22.078 -11.383 -21.925
H 21.318 -10.144 -22.856
H 23.136 -10.378 -22.949
*
```

As for the energy above the lowest of the compared OMol25 structures with the same formula, charge and spin: 1.3 kcal per mole. As for the largest force on an atom: 0.0413 Eh/bohr.

Atom charges from the Löwdin analysis, given in e for atoms 1 to 8: number 1, Mg, carries 0.40; number 2, O, carries -0.32; number 3, C, carries -0.37; number 4, C, carries -0.39; number 5, O, carries -0.30; number 6, H, carries 0.06; number 7, H, carries 0.10; number 8, H, carries 0.08

=====

Record 2
This record from the OMol25 dataset describes a cluster of 5 separate species, C28H66ClNO17P4 in total at a distorted geometry. The level of theory is the ωB97M-V functional and the def2-TZVPD basis.

The geometry in ORCA input format:
```
! wB97M-V def2-TZVPD RIJCOSX def2/J DEFGRID3
* xyz 0 1
C 1.786 4.821 -1.890
C 2.003 3.771 -0.795
C 1.186 2.496 -1.023
C -0.240 2.558 -0.469
C -0.861 1.169 -0.188
C -1.472 1.052 1.209
C -0.487 1.083 2.403
C 0.972 0.817 2.037
C 1.852 0.568 3.260
C 3.276 0.202 2.806
C 4.391 0.893 3.584
C 4.626 2.351 3.147
C 3.818 3.395 3.920
C 4.597 4.672 4.471
C 3.905 5.819 3.769
Cl 4.488 5.958 2.085
C 2.477 5.240 3.663
O 1.455 5.802 3.947
N 2.635 3.900 3.238
H 1.880 4.366 -2.877
H 0.783 5.238 -1.786
H 2.507 5.634 -1.829
H 1.791 4.230 0.176
H 3.068 3.523 -0.811
H 1.187 2.263 -2.088
H 1.730 1.675 -0.550
H -0.842 3.032 -1.248
H -0.309 3.205 0.408
H -0.169 0.365 -0.431
H -1.685 1.046 -0.892
H -2.251 1.808 1.308
H -1.978 0.083 1.246
H -0.807 0.359 3.154
H -0.538 2.073 2.865
H 1.017 -0.066 1.398
H 1.366 1.707 1.548
H 1.867 1.487 3.850
H 1.441 -0.224 3.886
H 3.381 0.541 1.770
H 3.402 -0.878 2.770
H 5.321 0.366 3.350
H 4.272 0.809 4.666
H 4.377 2.423 2.085
H 5.695 2.553 3.220
H 3.545 2.889 4.850
H 5.651 4.552 4.248
H 4.365 4.708 5.532
H 3.891 6.779 4.269
H 2.586 3.761 2.239
C 5.197 4.894 -8.129
O 5.021 4.708 -6.713
P 4.178 3.460 -6.119
O 2.983 4.001 -5.476
O 5.347 3.034 -5.064
C 6.666 3.558 -5.007
O 3.853 1.935 -6.465
C 4.797 1.122 -7.182
H 5.797 5.789 -8.263
H 5.720 4.049 -8.581
H 4.234 5.036 -8.622
H 6.680 4.497 -4.452
H 7.092 3.717 -5.997
H 7.275 2.827 -4.477
H 5.570 0.768 -6.499
H 5.258 1.661 -8.010
H 4.251 0.273 -7.584
C 1.429 -0.361 8.374
O 1.237 -1.464 7.467
P 2.472 -2.318 6.917
O 2.679 -2.099 5.493
O 1.836 -3.779 7.238
C 0.600 -4.036 7.888
O 3.857 -2.614 7.630
C 3.919 -2.784 9.056
H 0.446 0.044 8.598
H 1.895 -0.690 9.304
H 2.036 0.417 7.910
H -0.226 -3.968 7.180
H 0.421 -3.354 8.718
H 0.650 -5.053 8.272
H 3.601 -3.793 9.318
H 3.301 -2.057 9.582
H 4.954 -2.640 9.353
C -5.526 -2.455 -4.484
O -5.123 -1.919 -3.203
P -4.443 -0.466 -3.070
O -3.067 -0.641 -2.612
O -5.455 0.032 -1.891
C -6.606 -0.657 -1.426
O -4.506 0.934 -3.831
C -5.713 1.362 -4.485
H -5.961 -3.435 -4.305
H -6.277 -1.817 -4.952
H -4.663 -2.560 -5.142
H -6.325 -1.418 -0.696
H -7.166 -1.123 -2.235
H -7.241 0.081 -0.938
H -6.405 1.767 -3.747
H -6.194 0.549 -5.031
H -5.438 2.139 -5.191
C -9.452 -8.642 -2.926
O -8.608 -8.114 -3.967
P -7.747 -6.761 -3.762
O -8.277 -5.736 -4.663
O -6.369 -7.455 -4.287
C -6.170 -8.831 -4.583
O -6.948 -5.931 -2.650
C -6.362 -6.552 -1.491
H -9.908 -9.549 -3.313
H -8.875 -8.892 -2.034
H -10.239 -7.931 -2.670
H -6.522 -9.058 -5.590
H -6.668 -9.484 -3.869
H -5.098 -9.013 -4.535
H -5.431 -7.045 -1.771
H -7.037 -7.275 -1.031
H -6.155 -5.764 -0.774
*
```

As for the SMILES: CCCCCCCCCCCC[C@H]1C[C@@H](Cl)C(=O)N1.COP(=O)(OC)OC.COP(=O)(OC)OC.COP(=O)(OC)OC.COP(=O)(OC)OC. As for the electronic energy: -4266.05184 a.u. As for the largest force on an atom: 0.1085 Eh/bohr.

Atom charges from the Löwdin analysis, given in e for atoms 1 to 8: number 1, C, carries -0.10; number 2, C, carries -0.27; number 3, C, carries -0.23; number 4, C, carries -0.20; number 5, C, carries -0.21; number 6, C, carries -0.20; number 7, C, carries -0.20; number 8, C, carries -0.22

=====

Record 3
This record from the OMol25 dataset describes a cluster of 9 separate species, C28H66O25S5 in total at a distorted geometry. The level of theory is the ωB97M-V functional and the def2-TZVPD basis.

The geometry in ORCA input format:
```
! wB97M-V def2-TZVPD RIJCOSX def2/J DEFGRID3
* xyz 0 1
C -3.345 22.616 10.784
C -4.435 23.644 10.609
C -5.632 23.088 11.464
O -5.430 21.710 11.509
C -4.144 21.330 11.014
H -2.727 22.923 11.629
H -2.718 22.466 9.906
H -4.839 23.760 9.601
H -4.086 24.613 10.969
H -6.552 23.510 11.057
H -5.537 23.595 12.436
H -4.402 20.954 10.016
H -3.593 20.539 11.516
O -1.941 15.278 17.885
S -1.746 15.853 16.567
O -1.142 15.136 15.470
O -3.173 16.381 16.047
C -3.846 17.411 16.815
C -5.318 17.292 16.579
C -0.796 17.388 16.786
H -3.509 18.360 16.392
H -3.561 17.286 17.858
H -5.782 16.392 16.979
H -5.610 17.427 15.536
H -5.821 18.134 17.065
H -1.171 17.917 17.652
H -0.814 17.906 15.828
H 0.197 16.963 16.924
O 2.943 13.242 8.905
S 2.577 13.456 10.288
O 3.611 13.655 11.290
O 1.543 14.692 10.384
C 2.067 16.028 10.213
C 1.068 16.951 10.883
C 1.483 12.129 10.810
H 2.104 16.201 9.134
H 3.083 16.088 10.599
H 0.648 17.705 10.211
H 1.561 17.610 11.610
H 0.255 16.522 11.459
H 0.978 12.547 11.681
H 2.042 11.312 11.259
H 0.789 11.907 10.011
O 1.112 24.665 15.762
S 2.230 24.947 14.864
O 3.367 24.116 14.670
O 1.616 25.104 13.367
C 0.372 25.857 13.218
C -0.499 24.963 12.362
C 2.730 26.690 15.029
H 0.660 26.737 12.643
H -0.064 26.063 14.191
H -1.047 24.216 12.944
H -0.021 24.529 11.489
H -1.397 25.469 11.974
H 3.819 26.725 15.095
H 2.344 27.134 15.943
H 2.495 27.276 14.147
O 6.555 21.272 18.015
S 5.837 20.045 17.779
O 5.027 19.427 18.797
O 4.901 20.266 16.488
C 5.364 21.105 15.441
C 4.530 20.878 14.192
C 6.961 18.773 17.128
H 6.423 20.930 15.225
H 5.356 22.174 15.664
H 3.600 21.442 14.136
H 4.316 19.821 14.027
H 5.050 21.255 13.306
H 7.395 18.346 18.028
H 7.719 19.284 16.539
H 6.389 18.090 16.509
O -3.091 19.763 18.718
S -1.902 19.888 19.526
O -1.564 18.820 20.430
O -0.607 20.077 18.551
C -0.738 20.962 17.443
C 0.522 20.803 16.574
C -1.837 21.434 20.467
H -0.703 22.002 17.765
H -1.540 20.734 16.741
H 0.523 21.442 15.690
H 0.742 19.805 16.187
H 1.406 21.052 17.167
H -1.323 22.224 19.932
H -1.263 21.196 21.361
H -2.862 21.600 20.789
C -1.711 15.150 9.367
O -1.703 15.107 10.783
C -1.661 13.890 11.337
O -1.395 12.879 10.738
O -1.895 14.026 12.624
C -1.994 12.888 13.468
H -0.680 15.099 8.999
H -2.094 16.123 9.066
H -2.190 14.303 8.879
H -2.219 11.989 12.885
H -2.766 13.177 14.171
H -1.062 12.564 13.937
C 3.796 18.909 10.089
O 4.404 19.661 9.057
C 4.380 20.969 9.268
O 3.808 21.540 10.139
O 5.200 21.531 8.373
C 4.900 22.894 8.095
H 4.381 19.018 11.008
H 3.944 17.842 9.942
H 2.741 19.087 10.273
H 5.574 23.504 8.701
H 3.890 23.290 8.161
H 5.248 23.082 7.077
C -2.133 17.842 12.898
O -1.008 18.595 13.315
C -0.586 19.589 12.541
O -1.056 20.002 11.514
O 0.538 20.038 13.090
C 1.094 21.250 12.594
H -3.022 18.476 12.907
H -2.275 17.006 13.581
H -2.016 17.367 11.923
H 0.975 22.026 13.352
H 0.497 21.635 11.769
H 2.147 21.163 12.346
*
```

As for the SMILES: CCOS(C)(=O)=O.CCOS(C)(=O)=O.CCOS(C)(=O)=O.CCOS(C)(=O)=O.CCOS(C)(=O)=O.COC(=O)OC.COC(=O)OC.COC(=O)OC.C1CCOC1. As for the energy above the lowest of the compared OMol25 structures with the same formula, charge and spin: 0.0 kcal per mole. As for the largest force on an atom: 0.0601 Eh/bohr.

Atom charges from the Löwdin analysis, given in e for atoms 1 to 8: number 1, C, carries -0.18; number 2, C, carries -0.17; number 3, C, carries -0.22; number 4, O, carries -0.13; number 5, C, carries -0.18; number 6, H, carries 0.09; number 7, H, carries 0.12; number 8, H, carries 0.11